1.
{"formula": "C26H35N2W", "method": "wB97M-V/def2-TZVPD", "symbols": ["C", "C", "C", "C", "C", "W", "C", "C", "H", "C", "H", "H", "C", "H", "H", "H", "C", "H", "H", "H", "C", "H", "H", "H", "C", "H", "H", "H", "C", "H", "H", "H", "C", "H", "H", "H", "C", "H", "H", "H", "C", "C", "C", "C", "H", "C", "H", "C", "H", "H", "H", "N", "C", "C", "C", "C", "C", "N", "H", "H", "H", "H", "H", "H"], "xyz": [[-0.484, 0.741, -2.382], [-0.880, -0.592, -2.030], [0.330, -1.371, -1.798], [1.446, -0.512, -1.976], [0.952, 0.822, -2.273], [0.115, 0.407, -0.131], [1.538, -1.073, 2.253], [1.310, 0.372, 1.757], [0.874, 1.021, 2.531], [2.052, 1.044, 0.712], [2.912, 0.535, 0.256], [2.192, 2.130, 0.790], [1.792, -1.074, 3.779], [0.903, -0.708, 4.320], [2.030, -2.087, 4.152], [2.640, -0.407, 4.016], [2.735, -1.730, 1.536], [2.565, -1.761, 0.448], [3.656, -1.156, 1.728], [2.893, -2.765, 1.885], [-2.271, -1.155, -2.153], [-3.018, -0.516, -1.652], [-2.562, -1.238, -3.218], [-2.335, -2.163, -1.713], [0.363, -2.849, -1.527], [-0.503, -3.168, -0.925], [0.339, -3.420, -2.475], [1.274, -3.141, -0.981], [2.892, -0.911, -2.039], [3.071, -1.887, -1.562], [3.205, -0.995, -3.097], [3.555, -0.167, -1.565], [1.805, 2.006, -2.637], [2.808, 1.928, -2.186], [1.931, 2.086, -3.734], [1.352, 2.945, -2.280], [-1.398, 1.848, -2.824], [-0.962, 2.840, -2.624], [-1.590, 1.771, -3.911], [-2.367, 1.801, -2.303], [-0.865, -1.234, 1.386], [0.264, -1.887, 1.944], [-2.067, -1.930, 1.136], [0.175, -3.276, 2.155], [-0.944, -0.105, 1.497], [-2.137, -3.306, 1.372], [-2.935, -1.379, 0.762], [-1.008, -3.976, 1.874], [1.035, -3.821, 2.557], [-3.063, -3.855, 1.174], [-1.054, -5.054, 2.061], [0.347, 3.842, 0.170], [-0.939, 3.343, 0.442], [-1.917, 4.281, 0.818], [-3.221, 3.875, 1.048], [-3.549, 2.541, 0.891], [-2.558, 1.631, 0.528], [-1.258, 2.001, 0.323], [1.024, 3.266, -0.304], [0.567, 4.842, 0.288], [-1.667, 5.330, 0.919], [-3.977, 4.596, 1.334], [-4.566, 2.207, 1.052], [-2.845, 0.619, 0.409]], "forces_ev_per_angstrom": [[0.3429, -0.3259, 0.1877], [0.4296, 0.1926, -0.1033], [-0.2059, 0.6365, 0.0953], [-0.4399, 0.3364, 0.1386], [-0.3379, -0.3675, 0.0469], [1.2183, -1.1783, -1.2792], [-0.0351, -0.1096, 0.0082], [-0.1570, 0.5762, -0.1569], [0.2139, -0.1647, -0.1933], [-0.0044, -0.1505, 0.2172], [-0.3997, 0.2340, 0.1878], [0.0656, -0.5011, 0.1656], [-0.0157, 0.0450, 0.0635], [0.3415, -0.1169, -0.1851], [-0.1148, 0.4096, -0.1795], [-0.3136, -0.2856, -0.1007], [0.0552, 0.0008, -0.0583], [0.0848, -0.0049, 0.3969], [-0.3383, -0.2305, -0.0484], [-0.0703, 0.4356, -0.1192], [-0.1902, -0.0660, -0.0922], [0.1897, -0.2243, -0.2374], [0.1215, 0.0552, 0.4811], [0.0205, 0.3959, -0.1389], [0.0314, -0.2314, 0.0326], [0.3350, 0.1377, -0.2074], [0.0169, 0.2778, 0.3811], [-0.3268, 0.0967, -0.2084], [0.2308, -0.0822, 0.0050], [-0.0545, 0.3814, -0.2332], [-0.1561, 0.0331, 0.4315], [-0.2681, -0.3101, -0.1962], [0.1534, 0.1059, -0.1352], [-0.3823, 0.0134, -0.1667], [-0.0454, -0.0050, 0.5021], [0.1554, -0.2727, -0.3040], [-0.1502, 0.0912, -0.0805], [-0.1159, -0.3298, -0.1085], [0.0784, 0.0562, 0.4764], [0.2729, -0.0033, -0.2362], [-0.3000, -0.4136, 0.4640], [-0.3641, 0.0152, -0.1960], [0.3400, -0.2470, 0.0983], [-0.2177, 0.0941, -0.1229], [0.1307, -0.6618, 0.2213], [0.1418, 0.2189, -0.0324], [0.2520, -0.3568, 0.1547], [0.1032, 0.3739, -0.0131], [-0.3540, 0.2260, -0.1412], [0.3847, 0.2326, 0.0883], [0.0141, 0.4559, -0.0730], [-1.2689, -0.4837, 0.3617], [0.7004, 0.4360, -0.3485], [-0.6790, -0.2647, 0.1457], [0.8095, 0.4041, -0.0858], [0.3683, -1.0596, -0.2704], [-0.4307, 2.4482, 0.4756], [0.1521, 1.3571, 0.5413], [-0.0874, -0.0573, 0.1384], [-0.5169, -1.1267, -0.1267], [0.1763, -0.1248, -0.0672], [0.0647, 0.0104, -0.0118], [0.1132, -0.1255, -0.0550], [0.2316, -0.9017, -0.1943]], "molar_mass_g_mol": 559.420, "total_charge": 1, "orbital_gap_ev": [7.39, 7.23], "homo_energy_ev": [-10.046, -10.439], "multiplicity": 3}

=====

2.
{"formula": "C2H6N2S", "method": "wB97M-V/def2-TZVPD", "symbols": ["H", "N", "C", "C", "N", "S", "H", "H", "H", "H", "H"], "xyz": [[-2.387, -0.969, -0.270], [-1.431, -1.274, -0.091], [-0.507, -0.395, 0.006], [-0.616, 1.112, -0.046], [0.774, -0.874, 0.043], [2.354, -0.284, -0.180], [-1.591, 1.515, -0.062], [0.078, 1.710, 0.594], [-0.168, 1.313, -1.033], [0.820, -1.865, -0.011], [2.674, 0.010, 1.051]], "forces_ev_per_angstrom": [[0.5171, 0.4886, 0.4786], [0.3614, -0.0126, -0.2148], [-1.2900, 0.8780, -0.1021], [2.2019, 0.0469, -0.9024], [1.6290, -0.8768, 0.3675], [-1.0100, 0.4993, -1.1285], [-1.1050, 0.1327, 0.2798], [-0.7344, -0.8676, 0.0443], [-0.2781, 0.2542, -0.0420], [-0.5017, -0.7561, 0.0596], [0.2098, 0.2135, 1.1599]], "molar_mass_g_mol": 90.151, "total_charge": 0, "orbital_gap_ev": 9.90, "homo_energy_ev": -9.109, "smiles": "[H]/N=C(\\C)NS"}

=====

3.
{"formula": "C7H9ClN2O4S", "method": "wB97M-V/def2-TZVPD", "symbols": ["C", "C", "C", "C", "C", "C", "C", "N", "N", "O", "O", "O", "O", "S", "Cl", "H", "H", "H", "H", "H", "H", "H", "H", "H"], "xyz": [[-0.878, 1.357, 0.280], [-2.931, -0.393, -0.636], [1.986, 1.290, 1.122], [0.969, 0.080, 1.062], [1.298, 2.436, 1.752], [-3.460, -1.641, -2.556], [-2.188, 1.398, -0.341], [-0.329, 0.250, 0.488], [-2.162, 1.974, -1.735], [-3.094, 2.638, -2.111], [-3.175, -1.117, 0.254], [-1.224, 1.641, -2.381], [-3.024, -0.412, -1.876], [-0.111, 2.955, 0.646], [-3.330, 2.242, 0.744], [2.922, 0.981, 1.777], [2.458, 1.703, 0.198], [1.319, -0.733, 0.455], [1.032, -0.150, 2.168], [1.133, 2.102, 2.767], [2.100, 3.321, 1.708], [-2.969, -2.527, -2.117], [-3.164, -1.704, -3.679], [-4.505, -1.765, -2.348]], "forces_ev_per_angstrom": [[2.4191, 0.4674, 0.6359], [1.8976, 3.3145, 3.1088], [2.0295, -1.1130, -0.7798], [2.0696, 0.9903, 0.7232], [1.8361, 2.0755, -0.7572], [1.0991, -1.2546, -0.7623], [-3.1672, -1.9837, -0.0793], [-0.8940, -0.2031, 0.6498], [-1.2346, 0.4331, 1.2031], [-0.2810, 0.1905, -0.0624], [-0.2398, -0.2648, 0.1169], [1.6104, -0.4212, -1.0447], [-0.2321, -1.0108, -4.0908], [0.1032, -0.1658, 0.9422], [0.2875, -0.3353, -0.6565], [-1.9423, 0.3582, -1.1064], [-0.6382, -1.0077, 0.1212], [0.9307, -0.5749, 0.2917], [-1.1466, -0.6103, -1.2308], [-1.0248, 0.8315, 0.4379], [-2.2163, -1.5158, 0.4418], [0.0230, 0.6175, 0.1642], [-0.6904, 1.0490, 2.1116], [-0.5985, 0.1335, -0.3781]], "molar_mass_g_mol": 252.679, "total_charge": 0, "orbital_gap_ev": 9.28, "homo_energy_ev": -9.187}

=====

4.
{"formula": "C18H20ClNO4", "method": "wB97M-V/def2-TZVPD", "symbols": ["C", "O", "C", "O", "C", "C", "C", "N", "C", "C", "C", "C", "O", "O", "C", "C", "C", "C", "C", "Cl", "C", "C", "C", "C", "H", "H", "H", "H", "H", "H", "H", "H", "H", "H", "H", "H", "H", "H", "H", "H", "H", "H", "H", "H"], "xyz": [[4.587, 0.739, 0.500], [3.910, 1.005, -0.721], [2.968, 0.125, -1.081], [2.705, -0.858, -0.440], [2.326, 0.522, -2.401], [1.829, 1.968, -2.359], [0.673, 2.088, -1.370], [-0.416, 1.222, -1.778], [-1.664, 1.473, -1.071], [-1.580, 1.154, 0.403], [-1.064, 2.071, 1.255], [-0.773, 1.791, 2.647], [-0.286, 2.571, 3.427], [-1.059, 0.526, 3.088], [-1.622, -0.398, 2.283], [-1.903, -1.636, 2.858], [-2.492, -2.651, 2.129], [-2.792, -3.980, 2.738], [-2.807, -2.385, 0.790], [-3.568, -3.614, -0.161], [-2.532, -1.173, 0.202], [-1.916, -0.148, 0.931], [-0.009, -0.173, -1.780], [1.153, -0.392, -2.747], [5.390, 1.468, 0.568], [3.903, 0.848, 1.344], [4.985, -0.277, 0.499], [3.110, 0.431, -3.162], [2.635, 2.640, -2.066], [1.477, 2.250, -3.352], [0.307, 3.119, -1.365], [1.040, 1.847, -0.356], [-2.445, 0.891, -1.562], [-1.900, 2.533, -1.197], [-0.822, 3.072, 0.934], [-1.648, -1.782, 3.896], [-2.486, -4.005, 3.780], [-2.271, -4.767, 2.195], [-3.859, -4.190, 2.675], [-2.805, -1.019, -0.828], [-0.858, -0.776, -2.110], [0.293, -0.521, -0.780], [1.461, -1.437, -2.692], [0.823, -0.172, -3.763]], "forces_ev_per_angstrom": [[0.0892, -0.2351, 0.3188], [0.0083, 0.2710, -0.2380], [-0.0063, -0.0873, -0.2341], [0.0152, -0.0652, 0.0981], [-0.0814, -0.0116, -0.0963], [0.0296, 0.0393, 0.2000], [0.1816, 0.1411, -0.2480], [-0.0852, 0.0442, -0.0883], [0.0077, 0.0622, -0.0810], [0.2744, 0.5252, 0.3777], [-0.3166, -0.3028, -0.4468], [0.2513, 0.4836, 0.3315], [-0.1787, -0.3031, -0.2341], [0.1018, 0.0566, 0.2642], [-0.3807, -0.5474, -0.6555], [0.0869, 0.2930, -0.0675], [-0.0083, 0.1457, -0.1769], [0.0019, -0.0173, 0.0313], [0.1083, 0.2218, 0.1078], [-0.1080, -0.1645, -0.1652], [0.0526, 0.0330, 0.1698], [0.0178, -0.2785, 0.5758], [0.0724, -0.2061, -0.2124], [0.0693, -0.0781, 0.3024], [-0.0466, -0.0230, -0.0098], [0.0604, -0.0114, -0.0513], [-0.0052, 0.1074, 0.0300], [-0.0210, 0.0079, 0.0714], [-0.0241, 0.0199, -0.0488], [0.0166, 0.0260, -0.0156], [0.0278, -0.0115, 0.1005], [-0.0421, 0.0879, -0.0098], [-0.0361, 0.0775, 0.0312], [-0.0703, -0.0798, 0.0397], [0.0455, 0.0622, -0.0297], [0.0261, -0.0400, 0.1320], [0.0163, -0.0182, 0.0732], [-0.0087, -0.0904, 0.0140], [-0.0384, -0.0768, 0.0247], [-0.0094, -0.0088, -0.0937], [-0.0026, -0.0218, 0.0544], [-0.0805, -0.0102, -0.0581], [-0.0158, -0.0073, -0.0571], [0.0048, -0.0092, -0.0304]], "molar_mass_g_mol": 349.814, "total_charge": 0, "orbital_gap_ev": 8.59, "homo_energy_ev": -8.693, "smiles": "COC(=O)C1CCN(Cc2cc(=O)oc3cc(C)c(Cl)cc23)CC1"}

=====

5.
{"formula": "C3H8N3", "method": "wB97M-V/def2-TZVPD", "symbols": ["C", "N", "C", "N", "C", "N", "H", "H", "H", "H", "H", "H", "H", "H"], "xyz": [[-1.896, 0.091, 0.468], [-0.740, 0.068, -0.471], [0.524, 0.015, 0.244], [1.476, 1.126, 0.268], [1.888, -0.002, -0.518], [1.530, -1.038, 0.427], [-1.891, -0.808, 1.083], [-1.818, 0.959, 1.119], [-2.829, 0.145, -0.090], [-0.751, 0.939, -1.029], [-0.852, -0.729, -1.117], [1.957, 1.214, 1.164], [2.058, -0.022, -1.575], [1.344, -1.958, 0.025]], "forces_ev_per_angstrom": [[-0.7888, -0.0331, 0.4953], [0.0457, 0.1110, -0.2114], [2.7785, 0.5850, -1.3967], [-0.3990, 0.2170, -0.4064], [-2.2298, 0.3802, 1.6008], [0.4041, -1.0383, 0.5762], [0.1527, 0.0249, -0.1589], [0.1762, 0.0101, -0.1216], [0.0932, -0.0124, -0.1188], [0.0871, -0.3006, 0.0858], [0.1581, 0.2822, 0.1294], [-0.1742, -0.2188, 0.0277], [-0.1607, -0.0666, -0.2942], [-0.1430, 0.0596, -0.2072]], "molar_mass_g_mol": 86.118, "total_charge": 1, "orbital_gap_ev": 9.42, "homo_energy_ev": -13.217, "smiles": "C[NH2+][C@]12N[C@@H]1N2"}

=====

6.
{"formula": "C7H10", "method": "wB97M-V/def2-TZVPD", "symbols": ["C", "C", "C", "C", "C", "C", "C", "H", "H", "H", "H", "H", "H", "H", "H", "H", "H"], "xyz": [[1.205, -0.539, -1.087], [1.210, -0.406, 0.264], [2.162, -0.095, 1.392], [-0.312, -0.150, 0.975], [-1.813, -0.689, 0.783], [-1.540, 0.424, 0.063], [-1.972, 1.005, -1.400], [2.187, -0.307, -1.625], [0.376, -0.660, -1.714], [1.492, 0.434, 2.033], [2.682, -1.109, 1.669], [3.038, 0.552, 1.271], [0.042, 0.326, 2.020], [-2.258, -1.667, 0.633], [-1.558, 0.175, -1.926], [-1.822, 1.945, -1.844], [-3.119, 0.761, -1.506]], "forces_ev_per_angstrom": [[4.0044, 1.1918, 1.8301], [-4.0656, 0.6621, -0.7664], [2.1186, -2.0752, -1.4448], [-0.4552, 1.3226, -0.1793], [3.2242, 1.9963, -2.0987], [0.5504, -1.4643, 0.8813], [-2.7800, -3.5492, 2.8870], [-1.3332, -0.7871, 0.6329], [-1.2184, -0.2605, -0.3654], [0.7421, -0.3225, 1.5334], [-1.4696, 1.7985, 0.4180], [-0.2835, 0.0877, -0.8528], [-2.2167, -0.7920, -2.3430], [-0.2902, 0.3090, 0.3604], [0.5451, -0.0539, -1.2274], [0.9027, 1.2811, 0.2429], [2.0249, 0.6555, 0.4919]], "molar_mass_g_mol": 94.157, "total_charge": 0, "orbital_gap_ev": 9.76, "homo_energy_ev": -8.867, "smiles": "C=C(C)[C@@H]1C=C1C"}

=====

7.
{"formula": "C4H8N3", "method": "wB97M-V/def2-TZVPD", "symbols": ["N", "C", "C", "C", "C", "N", "N", "H", "H", "H", "H", "H", "H", "H", "H"], "xyz": [[0.320, -1.935, 0.066], [-0.119, -0.651, -0.145], [0.076, 0.242, -1.449], [0.377, 1.464, -0.505], [0.018, 0.600, 0.614], [-0.709, 0.249, 1.772], [-1.275, -0.055, 0.415], [0.041, -2.704, -0.502], [1.331, -1.903, 0.115], [-0.881, 0.136, -2.016], [1.013, -0.001, -1.986], [1.435, 1.712, -0.559], [-0.101, 2.389, -0.690], [-0.425, -0.499, 2.465], [-1.100, 0.957, 2.405]], "forces_ev_per_angstrom": [[1.4230, 0.0810, 1.7562], [1.4353, -0.1097, -2.0972], [-0.0655, -1.0126, 0.7753], [1.0811, 1.2591, -1.2877], [0.3685, -1.4762, -0.2840], [0.7784, -0.5240, 3.2847], [-2.9227, 0.6669, 0.7654], [-0.6900, -0.1034, -0.5823], [-0.0057, -0.4605, 0.0559], [1.0415, 0.8972, 0.0201], [-0.9402, -0.2243, 0.0054], [0.1425, -0.3075, 0.1912], [-1.0861, 0.8105, 0.1321], [0.1909, 0.1312, -1.6423], [-0.7511, 0.3721, -1.0927]], "molar_mass_g_mol": 98.129, "total_charge": 1, "orbital_gap_ev": 10.75, "homo_energy_ev": -14.327, "smiles": "N[C@]12CC[C@]13[NH2+]N23"}

=====

8.
{"formula": "C7H10ClN2O2", "method": "wB97M-V/def2-TZVPD", "symbols": ["N", "C", "O", "N", "C", "C", "C", "C", "C", "C", "O", "Cl", "H", "H", "H", "H", "H", "H", "H", "H", "H", "H"], "xyz": [[-2.770, 0.038, 3.392], [-1.904, 0.382, 2.464], [-1.400, 0.966, 1.182], [-0.285, 0.273, 0.876], [0.626, 1.411, 0.368], [0.052, 1.931, -1.090], [-0.413, 0.445, -1.671], [-0.563, -0.540, -0.370], [0.244, -1.966, -0.312], [1.852, -1.844, -0.013], [2.742, -1.128, -0.704], [2.561, -2.845, 1.424], [0.217, -0.244, 1.649], [1.734, 1.139, 0.108], [0.647, 2.250, 1.186], [-0.980, 2.492, -0.928], [0.747, 2.599, -1.772], [0.247, 0.126, -2.584], [-1.535, 0.608, -2.046], [-1.689, -0.856, -0.395], [0.134, -2.609, -1.303], [-0.263, -2.628, 0.539]], "forces_ev_per_angstrom": [[8.0124, 3.0236, -8.2120], [-7.2805, -1.0658, 4.4140], [-3.6749, -1.3331, 6.0249], [4.0253, 0.3107, -3.1733], [2.4731, 3.2213, -1.1595], [-2.1278, -1.2812, 1.0490], [-1.0093, 1.4411, -0.5221], [-0.6822, -2.4761, -2.4793], [0.2437, -0.8215, 0.6655], [4.9295, 3.1493, -3.2204], [-6.5403, -4.5340, 4.4809], [-1.4443, 1.3695, -1.9680], [-1.0182, 0.5021, -0.5352], [-2.1845, -0.4166, 1.0184], [-0.1809, -1.8052, -1.4432], [2.4372, -0.8221, -0.2473], [-1.1603, -1.7907, 1.7671], [-1.1683, 0.0884, 2.1779], [2.6496, -0.5712, 0.5207], [2.1568, 0.6257, 0.6519], [0.2288, 1.7214, 1.9221], [1.3150, 1.4645, -1.7323]], "molar_mass_g_mol": 189.622, "total_charge": 1, "orbital_gap_ev": 9.30, "homo_energy_ev": -14.596, "smiles": "N#CO[N@@H+]1CCC[C@H]1CC(=O)Cl"}